1.
51
Properties=species:S:1:pos:R:3:lowdin_charge:R:1 method="wB97M-V/def2-TZVPD" smiles="COc1cccc(N2CCN(CC(=O)NC(=O)NCc3ccco3)CC2)c1" largest_force_ha_per_bohr=0.0184
C -0.65222 -5.47354 -2.24921 -0.092
H -0.32366 -6.48429 -2.48676 0.093
O -1.93315 -5.34821 -2.81326 -0.083
C -2.59842 -4.16365 -2.68276 -0.273
C -2.10150 -3.05509 -2.01123 0.037
C -2.85065 -1.87911 -1.92609 -0.223
C -4.11177 -1.84364 -2.52342 -0.042
C -4.60534 -2.95506 -3.17858 -0.084
C -3.86207 -4.11401 -3.26862 -0.024
H -4.23187 -4.98631 -3.78166 0.113
H -5.58215 -2.91167 -3.63696 0.105
H -4.69850 -0.93886 -2.49414 0.103
N -2.34933 -0.72924 -1.31921 -0.106
C -0.94861 -0.63065 -0.98263 -0.154
H -0.35447 -1.10974 -1.76161 0.125
C -0.56050 0.84684 -0.92057 -0.159
N -1.37040 1.53348 0.07336 -0.201
C -0.91660 2.89081 0.29602 -0.098
C 0.33708 2.91931 1.16222 -0.441
O 1.12810 3.84041 1.13818 0.067
N 0.43834 1.83039 1.96414 0.184
C 1.47599 1.45473 2.84876 -0.520
O 1.43526 0.36906 3.37872 0.075
N 2.41521 2.39443 3.03202 0.104
H 2.36040 3.23875 2.46988 0.121
C 3.61862 2.13014 3.79507 -0.083
C 4.83189 2.18698 2.92653 -0.268
C 5.81347 3.12697 2.80536 -0.027
C 6.68496 2.66197 1.79050 -0.065
C 6.16294 1.48003 1.36760 -0.122
O 5.04418 1.18487 2.04684 0.057
H 6.48267 0.78050 0.62101 0.118
H 7.57057 3.14348 1.43051 0.099
H 5.90766 4.03134 3.37046 0.108
H 3.71574 2.86844 4.59637 0.132
H 3.50106 1.13093 4.22502 0.131
H -0.29156 1.13338 1.83582 0.143
H -1.68813 3.44000 0.84525 0.138
H -0.71086 3.44637 -0.63275 0.140
C -2.77149 1.43693 -0.29664 -0.165
C -3.16261 -0.03802 -0.34239 -0.143
H -4.21655 -0.13516 -0.59596 0.113
H -3.00500 -0.47074 0.66006 0.134
H -3.37239 1.95077 0.45728 0.124
H -2.96493 1.89701 -1.27989 0.132
H 0.49273 0.93537 -0.64475 0.127
H -0.69875 1.29551 -1.91911 0.134
H -0.72298 -1.10219 -0.01179 0.135
H -1.13746 -3.10548 -1.53362 0.091
H 0.05227 -4.75510 -2.68203 0.095
H -0.67522 -5.34943 -1.16135 0.096

---

2.
20
Properties=species:S:1:pos:R:3:lowdin_charge:R:1 method="wB97M-V/def2-TZVPD" smiles="C[C@@H]([N+]#N)N(C)/N=C(/N)O" charge=+1 largest_force_ha_per_bohr=0.1156
C 1.85475 -0.36852 -0.16164 -0.444
C -1.67106 0.13878 -0.08725 -0.356
C -1.72306 -0.06934 -1.69043 0.057
C -0.15821 1.31589 1.51563 0.006
N -1.97642 -1.14100 0.49092 0.102
N -1.40428 -2.07767 0.78105 0.360
N 0.55124 -0.51660 -0.06643 0.088
N 2.59690 -1.48043 -0.27955 0.197
N -0.36315 0.53583 0.24692 -0.161
O 2.57766 0.78406 -0.24232 0.140
H -2.48118 0.78277 0.11012 0.145
H -1.60678 0.93003 -2.05912 0.093
H -2.67303 -0.47731 -1.74230 0.061
H -0.84082 -0.69872 -1.76541 0.075
H -0.11495 0.61643 2.37545 0.103
H 0.71558 1.96800 1.40784 0.085
H -1.08270 1.91716 1.66370 0.104
H 2.28638 -2.36699 0.15188 0.151
H 3.52890 -1.32099 -0.48722 0.096
H 1.98425 1.52863 -0.16183 0.098

---

3.
72
Properties=species:S:1:pos:R:3:lowdin_charge:R:1 method="wB97M-V/def2-TZVPD" smiles="C[C@H](I)CN(P(C)C)S(=O)(=O)F.COCCOC.COCCOC.COCCOC" largest_force_ha_per_bohr=0.1436
C 0.95803 1.19903 -5.95856 -0.198
C 1.68507 1.61119 -4.51119 -0.697
I 3.32461 0.14299 -4.21472 0.735
C 0.53795 1.39365 -3.35730 -0.358
N 0.98569 1.67086 -1.94351 -0.436
P 0.61129 3.31449 -1.38254 0.832
C -1.14859 3.89255 -1.83062 -0.310
C 1.95960 4.59116 -1.81695 -0.307
S 0.40862 0.49276 -0.79222 0.804
O 0.87006 -0.95715 -1.11356 -0.336
O 0.98236 0.87599 0.60768 -0.366
F -1.31646 0.66213 -0.73797 -0.256
H -0.16537 1.56735 -5.94221 0.082
H 0.89202 0.01124 -6.05531 0.078
H 1.55713 1.60341 -6.88033 0.085
H 2.09983 2.70760 -4.53293 0.085
H -0.41774 1.96869 -3.70768 0.113
H 0.25112 0.23546 -3.39496 0.129
H -1.07998 4.59200 -2.79546 0.057
H -1.85909 2.98532 -2.08222 0.056
H -1.57420 4.58947 -0.96662 0.055
H 1.64875 5.60820 -1.27392 0.060
H 3.01661 4.31331 -1.34273 0.076
H 2.01411 4.81497 -2.96397 0.037
C -3.41904 8.31802 2.02145 -0.111
O -2.42195 7.67782 2.81211 -0.194
C -1.67106 6.71619 2.06470 -0.194
C -0.32645 7.28879 1.60447 -0.193
O -0.50558 8.35673 0.66934 -0.203
C -0.38202 9.63670 1.28115 -0.111
H -3.73779 9.22576 2.54045 0.090
H -3.04646 8.59802 1.03405 0.081
H -4.27978 7.65031 1.91233 0.087
H -2.25441 6.34313 1.21404 0.116
H -1.48051 5.87123 2.73439 0.126
H 0.23149 6.49905 1.08614 0.112
H 0.27660 7.61700 2.45796 0.126
H 0.67558 9.86702 1.43882 0.087
H -0.91243 9.69073 2.23635 0.084
H -0.81032 10.38251 0.60593 0.090
C 0.15655 -1.15185 2.93753 -0.112
O 0.53438 -2.31432 3.66903 -0.194
C -0.58784 -2.96342 4.27442 -0.197
C -1.05715 -4.16300 3.44471 -0.194
O -1.56880 -3.75136 2.17356 -0.195
C -0.61553 -3.91629 1.12859 -0.101
H 0.97811 -0.88641 2.26705 0.070
H -0.74016 -1.31536 2.33639 0.084
H -0.01514 -0.32468 3.63389 0.091
H -1.40614 -2.25195 4.43961 0.124
H -0.25661 -3.32374 5.25381 0.120
H -1.87990 -4.65649 3.97688 0.122
H -0.25344 -4.89683 3.32069 0.124
H -0.56728 -4.97009 0.83945 0.067
H 0.38122 -3.57329 1.42102 0.088
H -0.94445 -3.32736 0.26803 0.088
C -0.93598 -8.28062 0.03256 -0.107
O 0.06111 -8.92082 0.82322 -0.196
C 0.81201 -9.88245 0.07581 -0.195
C 2.15661 -9.30985 -0.38442 -0.195
O 1.97748 -8.24190 -1.31955 -0.198
C 2.10105 -6.96194 -0.70774 -0.110
H -1.25473 -7.37288 0.55157 0.078
H -0.56339 -8.00062 -0.95484 0.084
H -1.79672 -8.94833 -0.07656 0.088
H 0.22865 -10.25551 -0.77485 0.124
H 1.00256 -10.72741 0.74550 0.122
H 2.71456 -10.09959 -0.90275 0.123
H 2.75966 -8.98164 0.46907 0.124
H 3.15865 -6.73162 -0.55007 0.088
H 1.57064 -6.90791 0.24747 0.079
H 1.67274 -6.21613 -1.38296 0.091

---

4.
15
Properties=species:S:1:pos:R:3:lowdin_charge:R:1 method="wB97M-V/def2-TZVPD" smiles="C=NP(C)(C)=N" largest_force_ha_per_bohr=0.0916
C 2.53011 -0.78773 -0.21413 -0.293
C -0.44220 1.28998 0.65702 -0.251
C -1.50937 -0.69562 -1.08921 -0.194
N -0.42064 -1.45276 1.47304 -0.233
N 1.60163 -0.26433 -0.83582 -0.121
P -0.31828 -0.37557 0.25624 0.688
H 3.58710 -1.05572 -0.57610 0.065
H 2.43115 -1.09062 0.98303 0.081
H -1.51740 1.47320 0.59713 0.055
H -0.11284 1.47755 1.76883 0.103
H 0.20170 1.87564 0.07157 0.022
H -1.51196 0.20818 -1.62454 0.020
H -1.22769 -1.64841 -1.70877 0.102
H -2.43701 -0.86025 -0.67947 0.008
H -0.01941 -0.94854 2.27008 -0.052

---

Ordered DFT total energy results: -1258.41417, -507.08832, -2466.36959, -570.47332; unit Eh.